Here is an isolated molecule of Cl2H4Si3 from OMol25. Energies are from wB97M-V/def2-TZVPD.

The charge is 0. The value obtained for the energy is -1791.20644 a.u. The energy above the lowest of the compared OMol25 structures with the same formula, charge and spin is 161.5 kJ/mol. As for the SMILES: [SiH2]=[Si](Cl)[SiH2]Cl.

CARTESIAN COORDINATES (ANGSTROEM)
Si1 1.197 -0.684 -1.184
Si2 -0.870 0.923 1.150
Si3 -0.130 -1.611 0.413
Cl1 0.889 1.580 2.032
Cl2 -1.741 -2.090 -1.007
H1 1.352 0.350 -2.237
H2 2.382 -1.449 -1.660
H3 -1.867 0.934 2.223
H4 -1.211 2.047 0.271

---

Here is a cluster of 2 separate species, C4H13NO in total from OMol25. Energies are from wB97M-V/def2-TZVPD.

The charge is 0. The value obtained for the energy is -290.15916 a.u. The energy above the lowest of the compared OMol25 structures with the same formula, charge and spin is 99.2 kJ/mol. As for the SMILES: CCNCC.O.

CARTESIAN COORDINATES (ANGSTROEM)
C1 -0.076 -0.810 -1.931
C2 0.521 -0.744 -0.511
N1 0.043 0.345 0.273
C3 -0.098 0.229 1.744
C4 -1.553 0.058 2.172
H1 -0.814 -1.612 -1.990
H2 -0.629 0.110 -2.101
H3 0.705 -0.999 -2.659
H4 1.626 -0.766 -0.624
H5 0.354 -1.694 0.032
H6 -0.862 0.664 -0.033
H7 0.352 1.106 2.208
H8 0.484 -0.647 2.054
H9 -1.488 -0.144 3.249
H10 -2.090 -0.771 1.720
H11 -2.089 1.002 2.078
H12 2.134 2.185 -1.611
H13 1.889 0.820 -1.885
O1 1.591 1.669 -2.184

---

Here is a structure of composition C36H59N6O4S2SiTi from OMol25. Energies are from wB97M-V/def2-TZVPD.

The charge is +3. The value obtained for the energy is -3971.40109 a.u. The energy above the lowest of the compared OMol25 structures with the same formula, charge and spin is 99.0 kJ/mol.

CARTESIAN COORDINATES (ANGSTROEM)
Ti1 -0.450 0.511 0.500
C1 4.148 1.983 -1.979
C2 3.661 0.791 -1.168
C3 3.250 -0.303 -2.128
C4 4.734 0.297 -0.214
O1 2.434 1.166 -0.385
Si1 2.456 2.380 0.759
S1 0.300 2.532 1.186
O2 3.174 1.804 2.075
C5 3.932 2.410 3.183
C6 5.253 2.935 2.643
C7 3.094 3.523 3.794
C8 4.159 1.283 4.169
O3 3.001 3.779 0.271
C9 2.673 5.119 -0.226
C10 1.715 5.792 0.740
C11 2.052 4.969 -1.603
C12 3.990 5.862 -0.290
H1 4.943 1.655 -2.653
H2 4.554 2.772 -1.344
H3 3.334 2.397 -2.579
H4 4.093 -0.537 -2.778
H5 2.439 0.041 -2.775
H6 3.002 -1.234 -1.604
H7 5.580 -0.090 -0.788
H8 4.351 -0.503 0.422
H9 5.104 1.101 0.427
H10 5.089 3.640 1.824
H11 5.884 2.116 2.290
H12 5.793 3.456 3.437
H13 2.950 4.340 3.079
H14 3.597 3.930 4.673
H15 2.114 3.147 4.107
H16 4.608 0.422 3.669
H17 3.226 0.978 4.650
H18 4.844 1.614 4.952
H19 0.781 5.231 0.838
H20 1.476 6.792 0.375
H21 2.167 5.899 1.728
H22 1.229 4.246 -1.572
H23 2.789 4.632 -2.334
H24 1.657 5.930 -1.939
H25 4.442 5.926 0.701
H26 3.823 6.877 -0.655
H27 4.686 5.364 -0.967
C13 -1.243 -1.321 2.898
N1 -0.126 -0.451 2.388
C14 0.235 0.448 3.547
C15 1.102 -1.288 2.108
C16 0.838 -2.572 1.311
N2 1.877 -2.745 0.305
C17 3.172 -3.056 0.925
C18 1.514 -3.809 -0.631
H28 -0.859 -1.953 3.699
H29 -1.650 -1.938 2.110
H30 -2.023 -0.686 3.306
H31 0.369 -0.180 4.428
H32 -0.567 1.154 3.731
H33 1.155 0.976 3.336
H34 1.559 -1.530 3.067
H35 1.821 -0.660 1.569
H36 -0.111 -2.508 0.790
H37 0.773 -3.427 1.996
H38 3.130 -3.999 1.486
H39 3.475 -2.263 1.610
H40 3.937 -3.147 0.156
H41 1.387 -4.781 -0.132
H42 2.299 -3.920 -1.379
H43 0.580 -3.559 -1.144
N3 -4.709 0.230 0.113
C19 -5.005 1.630 0.170
C20 -6.146 2.131 -0.424
C21 -6.363 3.504 -0.415
C22 -5.433 4.365 0.153
C23 -4.280 3.857 0.739
C24 -4.094 2.484 0.759
S2 -2.812 1.704 1.664
N4 -2.456 0.362 0.604
C25 -3.495 -0.299 0.096
C26 -3.355 -1.628 -0.557
C27 -4.219 -2.025 -1.567
C28 -4.089 -3.310 -2.080
C29 -3.104 -4.131 -1.565
C30 -2.254 -3.618 -0.586
N5 -2.365 -2.388 -0.098
H44 -5.467 -0.369 -0.178
H45 -6.872 1.463 -0.879
H46 -7.268 3.900 -0.858
H47 -5.611 5.433 0.154
H48 -3.565 4.517 1.220
H49 -4.958 -1.353 -1.990
H50 -4.747 -3.653 -2.867
H51 -2.979 -5.148 -1.916
H52 -1.457 -4.232 -0.176
O4 0.198 -0.836 -0.831
C31 -0.314 -0.812 -2.190
C32 -0.644 0.607 -2.534
C33 -0.742 1.036 -3.837
C34 -1.100 2.352 -4.077
C35 -1.357 3.187 -3.001
C36 -1.225 2.692 -1.724
N6 -0.865 1.415 -1.476
H53 1.131 -1.167 -0.782
H54 -1.206 -1.430 -2.206
H55 0.415 -1.249 -2.859
H56 -0.543 0.351 -4.653
H57 -1.173 2.722 -5.093
H58 -1.638 4.222 -3.147
H59 -1.410 3.316 -0.868

---

Here is a cluster of 4 separate species, CH11NO3 in total from OMol25. Energies are from wB97M-V/def2-TZVPD.

The charge is 0. The value obtained for the energy is -325.14987 a.u. The energy above the lowest of the compared OMol25 structures with the same formula, charge and spin is 79.1 kJ/mol. As for the SMILES: CN.O.O.O.

CARTESIAN COORDINATES (ANGSTROEM)
C1 -1.984 0.363 -0.766
N1 -1.283 1.630 -0.736
H1 -3.053 0.328 -0.565
H2 -1.843 -0.149 -1.727
H3 -1.532 -0.381 -0.100
H4 -1.575 2.219 0.029
H5 -1.460 2.141 -1.588
H6 1.007 -2.342 2.252
H7 0.400 -3.315 1.259
O1 0.490 -3.156 2.205
H8 3.001 -0.053 2.054
H9 2.433 0.467 0.781
O2 2.630 0.754 1.664
H10 0.712 1.048 -1.029
H11 0.747 -0.026 -2.168
O3 1.309 0.472 -1.564

---

Here is a cluster of 2 separate species, C4H12NO in total from OMol25. Energies are from wB97M-V/def2-TZVPD.

The charge is +2. The expectation value of S² is 0.754. The value obtained for the energy is -288.79831 a.u. The energy above the lowest of the compared OMol25 structures with the same formula, charge and spin is 159.3 kJ/mol. As for the multiplicity: 2.

CARTESIAN COORDINATES (ANGSTROEM)
C1 -1.923 1.384 -1.068
C2 -0.770 0.700 -1.878
C3 0.137 -0.031 -0.928
C4 -0.387 -1.058 -0.180
N1 0.095 -1.253 1.236
H1 -2.420 0.622 -0.458
H2 -1.547 2.071 -0.301
H3 -2.678 1.931 -1.628
H4 -1.072 0.061 -2.717
H5 -0.124 1.510 -2.230
H6 1.006 0.541 -0.612
H7 -1.325 -1.599 -0.281
H8 0.941 -0.622 1.396
H9 0.379 -2.229 1.388
H10 -0.614 -0.903 1.893
H11 2.636 0.941 1.571
H12 2.707 0.056 2.831
O1 2.367 0.101 1.932